Here is a 6-piece molecular cluster, C57H111N6O5 overall from the Open Molecules 2025 dataset. Energies are from the ωB97M-V functional and the def2-TZVPD basis.

Structure (ORCA input):
```
! wB97M-V def2-TZVPD RIJCOSX def2/J DEFGRID3
* xyz 1 1
C 4.202 -5.678 0.602
C 5.246 -4.650 0.861
O 6.392 -4.891 1.111
O 4.771 -3.396 0.738
C 5.792 -2.398 0.506
C 5.131 -1.152 -0.023
C 4.111 -0.480 0.916
C 2.646 -0.578 0.474
C 1.848 0.704 0.698
C 0.486 0.658 -0.008
C -0.685 1.194 0.819
C -2.021 0.589 0.365
C -2.236 -0.726 1.046
C -2.432 -0.812 2.422
C -2.606 -2.036 3.030
C -2.526 -3.213 2.303
C -2.722 -4.540 2.977
C -2.475 -4.459 4.471
O -3.352 -4.259 5.243
O -1.209 -4.630 4.929
C -0.107 -4.456 4.104
C 0.704 -3.284 4.509
O 0.106 -5.218 3.219
N -2.332 -3.117 0.960
C -2.329 -4.283 0.036
C -1.435 -4.108 -1.160
C -2.042 -4.202 -2.413
C -1.310 -4.030 -3.579
C 0.047 -3.766 -3.491
C 0.657 -3.692 -2.246
C -0.059 -3.861 -1.062
C 0.693 -3.818 0.234
C -2.228 -1.913 0.353
H 3.297 -5.495 1.164
H 3.959 -5.710 -0.456
H 4.594 -6.645 0.891
H 6.358 -2.218 1.415
H 6.479 -2.803 -0.231
H 4.680 -1.400 -0.982
H 5.937 -0.456 -0.242
H 4.212 -0.924 1.905
H 4.388 0.565 1.029
H 2.602 -0.812 -0.588
H 2.177 -1.392 1.029
H 1.708 0.904 1.760
H 2.435 1.540 0.323
H 0.543 1.258 -0.914
H 0.299 -0.367 -0.340
H -0.521 0.958 1.869
H -0.726 2.274 0.723
H -1.949 0.407 -0.705
H -2.860 1.249 0.562
H -2.476 0.089 3.015
H -2.797 -2.084 4.090
H -2.124 -5.323 2.532
H -3.770 -4.821 2.905
H 0.944 -3.356 5.566
H 1.617 -3.262 3.928
H 0.132 -2.369 4.371
H -2.075 -5.187 0.574
H -3.355 -4.380 -0.302
H -3.104 -4.383 -2.486
H -1.800 -4.087 -4.538
H 0.638 -3.619 -4.380
H 1.716 -3.487 -2.196
H 1.663 -3.355 0.079
H 0.197 -3.240 1.013
H 0.853 -4.818 0.620
H -2.102 -1.925 -0.716
C 0.193 -0.640 -9.636
C 0.099 -0.846 -8.132
N 1.286 -0.403 -7.426
C 1.358 -0.870 -6.058
C 0.289 -0.374 -5.077
C 1.665 0.983 -7.654
C 0.624 2.071 -7.357
H 1.109 -1.083 -10.028
H -0.656 -1.116 -10.128
H 0.177 0.415 -9.908
H -0.014 -1.916 -7.932
H -0.823 -0.364 -7.765
H 2.347 -0.623 -5.663
H 1.320 -1.965 -6.091
H 0.435 0.672 -4.813
H 0.336 -0.952 -4.149
H -0.717 -0.490 -5.483
H 1.967 1.079 -8.699
H 2.572 1.176 -7.076
H -0.344 1.838 -7.805
H 0.958 3.019 -7.780
H 0.472 2.230 -6.290
C 7.240 -8.633 0.189
C 6.126 -8.725 -0.843
N 6.454 -9.579 -1.966
C 5.559 -9.425 -3.096
C 4.084 -9.808 -2.914
C 6.833 -10.940 -1.624
C 5.844 -11.779 -0.805
H 8.180 -8.357 -0.288
H 6.998 -7.869 0.929
H 7.385 -9.574 0.721
H 5.946 -7.721 -1.242
H 5.193 -9.029 -0.336
H 5.974 -9.992 -3.933
H 5.604 -8.373 -3.400
H 3.944 -10.886 -2.852
H 3.507 -9.456 -3.771
H 3.655 -9.355 -2.019
H 7.778 -10.897 -1.076
H 7.067 -11.460 -2.556
H 5.475 -11.235 0.066
H 6.345 -12.676 -0.438
H 4.987 -12.104 -1.391
C -2.948 5.586 -6.192
C -3.364 4.125 -6.255
N -2.902 3.357 -5.112
C -2.996 1.923 -5.298
C -4.385 1.293 -5.460
C -3.304 3.866 -3.813
C -4.803 4.048 -3.540
H -1.874 5.673 -6.030
H -3.193 6.080 -7.133
H -3.462 6.128 -5.397
H -2.920 3.672 -7.146
H -4.456 4.070 -6.393
H -2.481 1.441 -4.460
H -2.403 1.676 -6.186
H -4.944 1.281 -4.524
H -4.279 0.256 -5.788
H -4.982 1.812 -6.210
H -2.813 4.831 -3.664
H -2.873 3.206 -3.055
H -5.299 4.582 -4.350
H -4.939 4.638 -2.631
H -5.319 3.100 -3.393
C -1.151 3.600 3.722
C -1.253 5.112 3.843
N -1.014 5.792 2.587
C -0.784 7.221 2.741
C -1.925 8.082 3.295
C -1.873 5.394 1.488
C -3.391 5.495 1.681
H -0.204 3.317 3.258
H -1.199 3.141 4.711
H -1.967 3.185 3.125
H -0.495 5.454 4.551
H -2.228 5.370 4.288
H -0.471 7.615 1.771
H 0.083 7.334 3.400
H -2.729 8.214 2.572
H -1.544 9.075 3.537
H -2.348 7.666 4.210
H -1.634 4.355 1.233
H -1.578 5.976 0.612
H -3.712 5.048 2.623
H -3.900 4.962 0.875
H -3.744 6.524 1.660
C -1.120 7.018 7.661
C -1.692 8.356 8.102
N -3.106 8.485 7.801
C -3.602 9.846 7.905
C -3.578 10.523 9.280
C -3.958 7.446 8.352
C -3.926 7.215 9.869
H -1.358 6.833 6.611
H -0.034 7.023 7.769
H -1.503 6.187 8.253
H -1.174 9.154 7.563
H -1.463 8.507 9.169
H -4.623 9.861 7.517
H -3.012 10.455 7.213
H -4.332 10.115 9.953
H -3.789 11.587 9.166
H -2.604 10.433 9.761
H -3.700 6.503 7.861
H -4.982 7.660 8.039
H -2.905 7.139 10.246
H -4.432 6.278 10.106
H -4.433 8.005 10.420
*
```

## Properties
**Relative energy (zero: lowest compared OMol25 entry of this formula, charge and spin)**: 0.0 kcal per mole
**Electronic energy**: -2942.94818 a.u.
**Orbital gap**: 0.1969 Eh
**Lowest unoccupied orbital energy**: -0.1453 hartree

=====

Here is one molecule with the formula C4H4N2O2 at a distorted geometry from the Open Molecules 2025 dataset. Energies are from the ωB97M-V functional and the def2-TZVPD basis.

Structure (ORCA input):
```
! wB97M-V def2-TZVPD RIJCOSX def2/J DEFGRID3
* xyz 0 1
O -2.412 0.842 -0.407
C -2.298 -0.281 0.124
O -1.139 -0.918 0.164
C 0.138 -0.325 0.022
C 0.454 1.039 0.198
C 1.885 1.023 0.081
N 2.297 -0.305 -0.193
N 1.249 -1.135 -0.091
H -3.213 -0.937 0.666
H -0.253 1.907 0.629
H 2.673 1.693 0.340
H 3.304 -0.708 -0.253
*
```

## Properties
**Relative energy (zero: lowest compared OMol25 entry of this formula, charge and spin)**: 64.9 kcal per mole
**Electronic energy**: -414.74276 a.u.
**Orbital gap**: 0.3726 Eh
**Lowest unoccupied orbital energy**: 0.0309 hartree

=====

- Look up the relative energy (zero: lowest compared OMol25 entry of this formula, charge and spin) of the second one.
  64.9 kcal per mole

=====

- The lowest electronic energy belongs to which entry?
  C57H111N6O5

=====

- Which formula does entry 1 have?
  C57H111N6O5

=====

- Which of these has the lowest relative energy (zero: lowest compared OMol25 entry of this formula, charge and spin)?
  C57H111N6O5